Entry from OMol25: a molecular structure, C53H53CaN6OP2SSeSi (ωB97M-V/def2-TZVPD).

M   1031.19 g/mol
Orbital gap   5.2 eV
Highest occupied orbital energy   -8.83 eV

```
! wB97M-V def2-TZVPD RIJCOSX def2/J DEFGRID3
* xyz 1 1
Ca -0.127 0.202 -0.058
C 0.604 -2.604 -2.891
C 0.418 -3.234 -1.508
P 1.619 -2.491 -0.316
C 3.194 -3.188 -0.921
C 4.245 -2.333 -1.238
C 5.446 -2.833 -1.725
C 5.605 -4.200 -1.888
C 4.571 -5.065 -1.551
C 3.376 -4.563 -1.065
C 1.337 -3.399 1.230
C 0.426 -4.442 1.364
C 0.248 -5.063 2.592
C 0.981 -4.652 3.693
C 1.895 -3.616 3.568
C 2.067 -2.990 2.345
P 0.160 -0.811 -2.917
C 1.203 -0.184 -4.272
C 0.710 0.172 -5.522
C 1.576 0.615 -6.516
C 2.938 0.689 -6.275
C 3.440 0.333 -5.027
C 2.574 -0.084 -4.029
C -1.529 -0.699 -3.586
C -2.325 -1.780 -3.945
C -3.631 -1.580 -4.373
C -4.152 -0.298 -4.457
C -3.363 0.789 -4.107
C -2.067 0.587 -3.666
H 1.660 -2.653 -3.175
H 0.067 -3.152 -3.666
H 0.558 -4.315 -1.574
H -0.592 -3.063 -1.123
H 4.133 -1.268 -1.081
H 6.257 -2.158 -1.965
H 6.539 -4.595 -2.265
H 4.704 -6.134 -1.661
H 2.582 -5.245 -0.782
H -0.165 -4.772 0.519
H -0.472 -5.866 2.685
H 0.838 -5.134 4.652
H 2.461 -3.280 4.427
H 2.770 -2.167 2.261
H -0.349 0.099 -5.728
H 1.183 0.888 -7.487
H 3.611 1.019 -7.056
H 4.503 0.389 -4.831
H 2.963 -0.337 -3.053
H -1.950 -2.793 -3.880
H -4.241 -2.432 -4.641
H -5.169 -0.148 -4.792
H -3.767 1.792 -4.171
H -1.452 1.437 -3.382
C -2.963 -3.473 1.795
Si -2.822 -1.652 1.319
C -3.162 -1.602 -0.538
C -4.167 -0.689 2.239
N -1.259 -0.948 1.543
C -0.693 -0.860 2.791
C -1.259 -1.377 3.976
C -0.620 -1.321 5.202
C 0.635 -0.745 5.327
C 1.229 -0.194 4.197
C 0.557 -0.234 2.996
O 1.136 0.307 1.816
C 2.202 1.191 1.864
C 2.211 2.288 2.716
C 3.242 3.208 2.603
C 4.240 3.045 1.649
C 4.217 1.942 0.812
C 3.199 1.002 0.922
H -4.010 -3.743 1.954
H -2.413 -3.715 2.706
H -2.578 -4.120 1.003
H -4.230 -1.764 -0.713
H -2.640 -2.407 -1.061
H -2.920 -0.662 -1.042
H -5.033 -0.524 1.594
H -3.796 0.290 2.552
H -4.520 -1.217 3.127
H -2.232 -1.847 3.926
H -1.112 -1.744 6.070
H 1.148 -0.718 6.278
H 2.218 0.238 4.260
H 1.420 2.420 3.442
H 3.264 4.064 3.265
H 5.038 3.771 1.572
H 4.995 1.803 0.072
H 3.165 0.124 0.288
Se 2.302 3.170 -3.403
N 2.125 4.738 -2.588
C 1.483 4.510 -1.461
C 1.147 5.480 -0.468
C 0.483 5.043 0.627
C 0.126 3.657 0.762
N 0.417 2.739 -0.112
C 1.105 3.146 -1.221
N 1.450 2.267 -2.136
H 1.436 6.513 -0.608
H 0.218 5.716 1.430
H -0.424 3.343 1.644
N -2.627 3.901 -1.565
C -2.884 3.447 -0.316
S -2.784 1.815 0.047
N -3.252 4.380 0.582
C -3.500 4.151 1.973
C -2.831 4.936 2.901
C -3.058 4.745 4.256
C -3.941 3.764 4.677
C -4.613 2.988 3.743
C -4.407 3.186 2.386
H -2.556 3.197 -2.278
H -2.931 4.818 -1.854
H -3.254 5.345 0.287
H -2.142 5.701 2.564
H -2.541 5.361 4.981
H -4.113 3.607 5.734
H -5.307 2.225 4.069
H -4.930 2.586 1.656
*
```


Entry from OMol25: a gas-phase ion, C7H14N3O (charge +1) in a non-equilibrium geometry (ωB97M-V/def2-TZVPD).

M   156.21 g/mol
Energy relative to the best compared isomer or geometry (same formula, charge and spin)   79.06 kcal/mol
Orbital gap   10.6 eV
Highest occupied orbital energy   -13.44 eV

```
! wB97M-V def2-TZVPD RIJCOSX def2/J DEFGRID3
* xyz 1 1
C 1.258 0.515 0.449
C -1.297 -0.708 -2.234
C -0.180 0.149 -2.771
C 0.010 -0.688 -1.528
C -1.003 0.147 0.700
C 2.440 0.773 -0.362
C -0.511 -0.945 2.977
N 1.078 0.480 1.719
N 0.016 0.103 -0.269
N -0.295 0.160 2.042
O -1.757 1.303 0.492
H -2.159 -0.157 -1.781
H -1.422 -1.731 -2.638
H 0.256 -0.022 -3.657
H -0.255 1.159 -2.601
H 0.696 -1.497 -1.558
H -1.587 -0.803 0.677
H 2.846 1.726 -0.268
H 2.070 0.805 -1.398
H 3.197 -0.102 -0.198
H -0.462 -1.854 2.459
H 0.438 -1.068 3.688
H -1.385 -0.772 3.565
H -0.733 1.027 2.459
H -1.261 2.001 0.036
*
```


Entry from OMol25: a single C3H7ClN2 molecule in a non-equilibrium geometry (ωB97M-V/def2-TZVPD).

M   106.56 g/mol
Energy relative to the best compared isomer or geometry (same formula, charge and spin)   7.70 kcal/mol
Orbital gap   9.9 eV
Highest occupied orbital energy   -9.00 eV

```
! wB97M-V def2-TZVPD RIJCOSX def2/J DEFGRID3
* xyz 0 1
C 1.670 -1.125 -0.090
C -0.161 0.499 -0.053
C -1.664 0.772 0.221
H 2.275 -0.410 0.492
H 1.901 -2.128 0.269
H 2.055 -0.990 -1.118
H -0.495 -1.449 0.164
H 0.141 2.288 -0.234
H -1.918 0.871 1.291
H -1.990 1.632 -0.402
N 0.250 -0.785 0.016
N 0.678 1.436 -0.329
Cl -2.740 -0.612 -0.228
*
```